1.
# C24H76AlB7MnO12S6V

C24H76AlB7MnO12S6V as an isolated structure in a non-equilibrium geometry (ωB97M-V with the def2-TZVPD basis set, the Open Molecules 2025 dataset).

Properties
* Kohn-Sham gap (spin up / spin down): 5.31 / 4.87 eV
* multiplicity: 8
* total energy: -6762.252788 a.u.
* LUMO energy (spin up / spin down): -0.2500 / -0.2659 Eh
* expectation value of S²: 16.014
* charge: +1

Each line ends with the Mulliken charge.
Positions of all 128 atoms, in Å:
Mn: -0.368 1.114 0.384  1.22
Al: 0.187 -3.391 1.176  1.02
V: 3.091 1.038 3.231  -1.03
B: 0.972 -0.601 -0.983  6.15
H: -0.088 -0.779 -0.888  -1.10
H: 1.109 0.408 -0.626  -1.46
H: 1.505 -1.268 -0.322  -1.63
H: 1.268 -0.705 -2.015  -0.44
B: 4.596 2.111 1.857  1.88
H: 4.144 1.151 1.658  -0.85
H: 4.367 2.722 0.998  -0.49
H: 4.114 2.549 2.717  0.00
H: 5.640 1.980 2.096  -0.18
B: 1.542 1.860 1.724  1.27
H: 0.774 1.312 2.248  -0.17
H: 2.190 1.162 1.217  -0.89
H: 1.121 2.526 0.986  -1.09
H: 2.079 2.451 2.449  0.16
B: 2.481 -1.127 2.770  2.26
H: 3.274 -0.551 2.319  -0.37
H: 2.843 -1.735 3.583  -0.17
H: 1.839 -0.413 3.263  -0.31
H: 1.950 -1.650 1.990  -1.19
B: -1.063 -0.585 1.700  3.85
H: -1.648 -0.884 0.844  -0.96
H: -1.174 -1.162 2.606  -0.03
H: -0.029 -0.789 1.468  -1.92
H: -1.202 0.453 1.960  -0.55
B: -2.284 -3.332 -1.048  2.26
H: -3.277 -3.153 -0.665  -0.58
H: -2.351 -3.708 -2.057  -0.36
H: -1.685 -2.441 -0.937  -1.44
H: -1.899 -4.125 -0.425  -0.02
B: 2.121 2.227 4.949  1.10
H: 2.196 2.366 6.017  -0.09
H: 1.476 2.947 4.471  -0.80
H: 3.091 2.398 4.509  0.05
H: 1.874 1.200 4.732  -0.06
C: -0.835 -2.676 -5.044  -0.44
C: -0.663 -4.182 -5.488  -0.74
C: -0.281 -4.995 -4.254  -0.76
S: 0.873 -3.894 -3.160  0.66
O: 2.221 -4.032 -3.647  -0.63
O: 0.578 -3.964 -1.706  -0.50
C: 0.181 -2.297 -3.946  0.63
H: -1.884 -2.489 -4.814  -0.15
H: -0.583 -1.967 -5.832  0.47
H: 0.155 -4.270 -6.203  0.29
H: -1.418 -4.730 -6.051  0.45
H: 0.061 -6.026 -4.343  0.55
H: -1.162 -5.165 -3.634  0.18
H: 0.987 -1.656 -4.306  0.55
H: -0.279 -1.675 -3.179  -1.05
C: 6.321 -1.459 0.728  -0.80
C: 5.578 -0.704 -0.395  -0.55
C: 4.221 -1.366 -0.823  0.74
S: 4.336 -3.081 -0.091  0.70
O: 5.031 -3.985 -0.983  -0.64
O: 2.982 -3.533 0.386  -0.30
C: 5.483 -2.637 1.257  -0.34
H: 6.542 -0.767 1.541  0.42
H: 7.211 -1.912 0.292  0.31
H: 6.261 -0.622 -1.241  0.43
H: 5.318 0.292 -0.038  0.01
H: 4.149 -1.422 -1.909  0.74
H: 3.383 -0.905 -0.301  -1.57
H: 5.950 -3.601 1.458  0.61
H: 5.039 -2.212 2.157  -0.10
C: -0.525 5.044 4.111  -0.67
C: -1.461 4.047 4.902  -0.92
C: -1.797 2.883 4.068  -0.18
S: -1.916 3.576 2.409  0.79
O: -3.315 4.088 2.379  -0.78
O: -1.406 2.660 1.365  -0.76
C: -0.784 4.929 2.620  0.17
H: 0.464 4.625 4.301  0.15
H: -0.522 6.072 4.472  0.40
H: -2.331 4.618 5.227  0.35
H: -0.943 3.759 5.817  0.44
H: -2.674 2.283 4.307  0.60
H: -0.897 2.271 4.012  -0.06
H: -1.294 5.809 2.228  0.66
H: -0.018 4.625 1.907  -0.61
C: -3.550 1.087 -4.205  -0.65
C: -4.134 -0.227 -3.644  -0.98
C: -3.570 -0.588 -2.318  1.07
S: -3.507 0.966 -1.402  0.88
O: -2.245 1.034 -0.588  -0.47
O: -4.814 1.074 -0.777  -0.73
C: -3.432 1.984 -2.952  -0.52
H: -4.098 1.457 -5.071  0.43
H: -2.532 0.920 -4.557  0.19
H: -3.930 -1.061 -4.315  0.45
H: -5.218 -0.140 -3.572  0.39
H: -2.521 -0.836 -2.485  -0.97
H: -4.006 -1.401 -1.738  0.19
H: -2.500 2.546 -2.913  0.09
H: -4.346 2.568 -2.846  0.51
C: -6.172 -1.949 1.674  -0.72
C: -6.352 -3.311 1.023  -0.90
C: -5.203 -4.322 1.423  -0.29
S: -4.053 -3.313 2.475  0.76
O: -2.651 -3.565 2.147  -0.23
O: -4.504 -3.579 3.860  -0.70
C: -4.681 -1.741 1.880  0.32
H: -6.756 -1.749 2.572  0.39
H: -6.228 -1.123 0.966  0.32
H: -6.474 -3.202 -0.055  0.35
H: -7.303 -3.775 1.287  0.37
H: -4.730 -4.389 0.443  -0.11
H: -5.428 -5.305 1.836  0.54
H: -4.143 -1.592 0.944  -0.65
H: -4.382 -0.996 2.616  0.61
C: 3.147 3.488 -2.937  -0.92
C: 3.225 4.192 -1.599  -0.23
C: 1.746 4.478 -1.223  -0.42
S: 0.674 3.221 -2.125  0.68
O: -0.175 3.969 -3.102  -0.76
O: 0.062 2.342 -1.167  -0.81
C: 2.127 2.336 -2.862  -0.05
H: 4.122 3.081 -3.204  0.45
H: 2.884 4.174 -3.743  0.37
H: 3.726 5.161 -1.575  0.47
H: 3.781 3.712 -0.794  -0.25
H: 1.370 5.376 -1.714  0.61
H: 1.356 4.549 -0.207  -0.14
H: 1.791 1.915 -3.810  0.59
H: 2.515 1.602 -2.157  -0.29

2.
# C24H76N4O12

C24H76N4O12 as an isolated structure in a non-equilibrium geometry (ωB97M-V with the def2-TZVPD basis set, the Open Molecules 2025 dataset).

Properties
* Kohn-Sham gap: 7.85 eV
* total energy: -2080.838978 a.u.
* relative energy (zero: lowest compared OMol25 entry of this formula, charge and spin): 25.156 eV
* LUMO energy: 0.0091 Eh

Each line ends with the Mulliken charge.
Positions of all 116 atoms, in Å:
C: 3.942 -2.628 0.135  -0.23
O: 3.888 -4.010 -0.046  -0.50
H: 2.983 -2.195 -0.152  0.18
H: 4.335 -2.359 1.115  0.38
H: 4.745 -2.230 -0.486  0.73
H: 3.631 -4.448 0.769  0.40
C: -1.762 -1.972 0.684  1.36
O: -2.162 -3.213 0.277  -0.80
H: -1.987 -1.251 -0.102  -0.82
H: -2.339 -1.715 1.573  0.37
H: -0.724 -1.928 1.013  -0.73
H: -3.118 -3.240 0.357  0.58
C: -5.198 1.210 -0.745  -0.81
O: -3.853 0.817 -1.147  -0.47
H: -5.624 0.648 0.086  0.30
H: -5.156 2.129 -0.160  0.36
H: -5.913 1.272 -1.565  0.31
H: -3.691 0.825 -2.093  0.39
C: 1.423 -3.262 1.472  -1.00
O: 0.976 -2.101 2.035  -0.63
H: 2.511 -3.330 1.433  0.37
H: 1.099 -4.193 1.937  0.34
H: 1.198 -3.366 0.410  0.33
H: 1.612 -1.853 2.710  0.40
C: -1.747 1.855 -2.591  -3.02
O: -1.805 1.464 -3.940  -0.83
H: -1.050 2.691 -2.538  0.99
H: -2.679 2.291 -2.229  1.01
H: -1.454 1.019 -1.955  0.60
H: -0.888 1.400 -4.217  0.24
C: -0.265 2.878 2.052  -1.47
O: 0.081 1.833 2.915  -0.57
H: 0.311 2.919 1.128  1.22
H: -1.332 2.809 1.839  0.52
H: 0.046 3.789 2.564  0.33
H: 0.759 1.290 2.507  0.31
C: -3.024 3.265 -0.477  -0.16
O: -2.990 4.020 0.785  -0.72
H: -3.421 2.286 -0.210  -0.80
H: -3.670 3.825 -1.153  0.51
H: -2.070 3.173 -0.997  0.70
H: -2.092 4.047 1.122  0.39
C: 0.858 1.448 -5.200  -0.93
O: 0.445 1.568 -3.764  -0.68
H: -0.068 1.177 -5.707  0.37
H: 1.273 2.380 -5.584  0.19
H: 1.606 0.658 -5.276  0.34
H: 0.625 0.725 -3.343  0.82
C: 3.868 -1.938 -1.963  -2.98
C: 3.825 -1.088 -3.227  0.56
C: 2.639 -0.006 -3.215  -1.17
O: 1.292 -0.529 -2.987  0.19
C: 0.896 -1.506 -3.954  -1.01
N: 5.101 -0.429 -3.324  -0.83
H: 4.096 -1.361 -1.067  0.85
H: 4.559 -2.778 -2.034  0.73
H: 2.931 -2.427 -1.700  0.92
H: 3.809 -1.743 -4.098  0.49
H: 2.697 0.486 -4.186  0.66
H: 2.762 0.713 -2.405  0.24
H: 1.609 -2.321 -4.077  0.34
H: 0.638 -0.934 -4.845  0.29
H: -0.025 -1.911 -3.535  0.23
H: 5.849 -1.084 -3.504  0.28
H: 5.110 0.064 -4.206  0.31
C: 6.187 2.801 4.471  -1.43
C: 4.823 3.182 3.982  0.70
C: 4.237 2.324 2.796  -0.73
O: 3.151 3.074 2.215  -0.35
C: 2.601 2.346 1.072  -1.14
N: 3.933 3.341 5.090  -0.80
H: 6.286 1.720 4.563  0.32
H: 6.496 3.202 5.436  0.39
H: 7.000 3.066 3.794  0.35
H: 4.897 4.164 3.515  0.18
H: 3.999 1.283 3.015  0.37
H: 5.006 2.364 2.025  0.31
H: 2.452 1.290 1.298  -0.27
H: 3.131 2.479 0.129  0.71
H: 1.599 2.717 0.859  0.25
H: 3.003 3.677 4.887  0.24
H: 4.254 4.024 5.761  0.24
C: 2.133 -0.327 -0.197  -1.52
C: 0.614 -0.049 -0.624  2.29
C: -0.229 0.510 0.486  -0.57
O: -1.665 0.393 0.162  1.47
C: -2.542 0.661 1.262  -1.92
N: 0.562 0.820 -1.794  -1.28
H: 2.703 -1.055 -0.776  -1.96
H: 1.993 -0.751 0.797  0.66
H: 2.554 0.658 0.003  0.60
H: 0.306 -1.038 -0.964  0.34
H: -0.056 1.585 0.550  -0.93
H: 0.072 0.093 1.447  0.80
H: -2.325 0.188 2.219  0.40
H: -3.614 0.545 1.096  0.19
H: -2.439 1.734 1.427  0.60
H: -0.374 1.120 -2.026  1.09
H: 0.933 0.431 -2.649  0.76
C: -6.959 -3.420 2.825  -1.52
C: -5.724 -3.583 1.868  0.67
C: -5.579 -2.398 0.908  -0.84
O: -4.371 -2.525 0.235  -0.27
C: -4.112 -1.327 -0.482  -0.80
N: -4.610 -3.523 2.803  -0.62
H: -7.939 -3.577 2.375  0.40
H: -7.113 -2.425 3.242  0.36
H: -6.769 -4.137 3.623  0.35
H: -6.010 -4.511 1.373  0.24
H: -5.674 -1.436 1.412  0.39
H: -6.484 -2.470 0.305  0.17
H: -3.470 -1.618 -1.313  0.31
H: -3.451 -0.584 -0.036  -0.60
H: -5.007 -0.891 -0.924  0.81
H: -3.796 -3.392 2.219  0.12
H: -4.535 -4.383 3.327  0.29

3.
# C24H80O25

A 16-piece molecular cluster, C24H80O25 overall in a non-equilibrium geometry (ωB97M-V with the def2-TZVPD basis set, the Open Molecules 2025 dataset).

Properties
* Kohn-Sham gap: 9.96 eV
* total energy: -2843.080415 a.u.
* LUMO energy: -0.0024 Eh

Each line ends with the Mulliken charge.
Positions of all 129 atoms, in Å:
O: -2.165 1.426 -6.554  -0.64
H: -2.204 2.359 -6.763  0.33
H: -2.777 1.318 -5.826  0.31
O: 3.082 -4.552 5.627  -0.64
H: 3.048 -3.637 5.904  0.32
H: 3.934 -4.643 5.200  0.32
O: -1.481 5.962 -6.153  -0.63
H: -1.983 6.776 -6.111  0.32
H: -1.063 5.894 -5.294  0.32
O: 2.311 -0.429 -8.121  -0.64
H: 1.971 -0.498 -9.013  0.32
H: 1.540 -0.240 -7.585  0.32
O: 3.869 0.767 6.356  -0.63
H: 4.360 1.443 5.889  0.32
H: 3.015 0.750 5.926  0.31
C: 7.546 1.048 1.352  -0.31
C: 7.890 2.132 2.428  -0.49
O: 6.800 2.940 2.751  -0.51
O: 7.016 1.696 0.168  -0.51
H: 6.807 0.332 1.712  0.29
H: 8.432 0.485 1.058  0.31
H: 8.616 2.841 2.030  0.29
H: 8.368 1.602 3.251  0.34
H: 6.534 3.281 1.894  0.32
H: 6.806 1.038 -0.500  0.27
C: -0.432 4.282 7.145  -0.29
C: -1.238 3.192 6.425  -0.48
O: -0.314 2.366 5.701  -0.52
O: 0.341 3.534 8.102  -0.52
H: -1.197 4.928 7.576  0.29
H: 0.223 4.832 6.469  0.23
H: -2.033 3.671 5.853  0.37
H: -1.860 2.611 7.107  0.31
H: -0.759 1.946 4.961  0.28
H: 0.644 2.752 7.635  0.33
C: -6.870 4.243 1.112  -0.26
C: -7.763 5.394 0.629  -0.50
O: -7.216 6.643 0.851  -0.51
O: -5.669 4.238 0.374  -0.50
H: -7.317 3.249 1.073  0.32
H: -6.626 4.465 2.151  0.24
H: -8.754 5.321 1.076  0.34
H: -7.954 5.277 -0.437  0.24
H: -7.522 6.854 1.736  0.33
H: -5.296 5.121 0.415  0.29
C: -1.621 -8.036 4.219  -0.30
C: -1.055 -9.398 4.417  -0.41
O: 0.383 -9.322 4.387  -0.53
O: -1.227 -7.074 5.267  -0.54
H: -2.699 -8.139 4.089  0.33
H: -1.270 -7.631 3.270  0.24
H: -1.506 -10.238 3.889  0.36
H: -1.303 -9.571 5.464  0.23
H: 0.654 -9.190 5.298  0.32
H: -0.312 -6.809 5.144  0.30
C: -1.265 -6.692 -4.370  -0.30
C: -0.848 -7.528 -3.213  -0.48
O: 0.359 -8.227 -3.343  -0.51
O: -1.301 -7.482 -5.574  -0.51
H: -0.446 -6.009 -4.595  0.26
H: -2.151 -6.078 -4.208  0.33
H: -1.647 -8.236 -2.992  0.29
H: -0.837 -6.934 -2.299  0.30
H: 0.201 -9.172 -3.393  0.32
H: -1.630 -6.941 -6.295  0.29
C: 6.196 5.138 -5.113  -0.45
C: 5.123 4.192 -5.701  -0.31
O: 5.456 2.827 -5.572  -0.51
O: 7.442 4.922 -5.822  -0.52
H: 6.382 5.073 -4.041  0.27
H: 5.770 6.139 -5.177  0.31
H: 4.951 4.317 -6.770  0.30
H: 4.192 4.407 -5.177  0.27
H: 4.854 2.421 -6.200  0.31
H: 7.591 3.982 -5.700  0.32
C: 7.875 -4.234 -4.275  -0.53
C: 9.162 -4.259 -3.465  -0.28
O: 10.050 -3.114 -3.608  -0.52
O: 7.048 -3.178 -3.804  -0.51
H: 7.256 -5.118 -4.419  0.35
H: 8.252 -4.031 -5.277  0.27
H: 9.629 -5.166 -3.849  0.28
H: 9.021 -4.477 -2.407  0.31
H: 10.730 -3.176 -2.933  0.31
H: 7.333 -2.388 -4.269  0.31
C: -7.081 -3.823 5.816  -0.32
C: -5.817 -3.089 5.374  -0.40
O: -4.835 -2.923 6.380  -0.51
O: -6.733 -5.149 6.186  -0.51
H: -7.768 -3.811 4.969  0.30
H: -7.580 -3.397 6.687  0.23
H: -5.962 -2.107 4.923  0.33
H: -5.314 -3.639 4.579  0.26
H: -4.433 -3.789 6.483  0.30
H: -6.972 -5.657 5.407  0.31
C: -7.691 -0.806 -3.243  -0.35
C: -9.014 -0.002 -3.464  -0.41
O: -9.621 -0.182 -4.747  -0.53
O: -6.853 -0.434 -4.336  -0.50
H: -7.920 -1.865 -3.125  0.23
H: -7.240 -0.569 -2.280  0.33
H: -8.903 1.078 -3.369  0.25
H: -9.727 -0.185 -2.660  0.33
H: -9.212 0.520 -5.259  0.32
H: -7.255 -0.915 -5.063  0.32
C: 0.408 0.282 -1.172  -1.29
C: -0.188 -0.784 -0.221  0.54
C: 0.949 -1.465 0.547  -1.23
O: -1.202 -0.267 0.591  -0.53
H: 1.220 0.799 -0.660  0.28
H: -0.313 0.991 -1.579  0.40
H: 0.896 -0.157 -2.042  0.34
H: -0.708 -1.425 -0.933  0.20
H: 0.526 -2.353 1.016  0.31
H: 1.287 -0.769 1.316  0.34
H: 1.754 -1.735 -0.136  0.33
H: -1.813 0.179 -0.001  0.31
C: 1.796 6.891 0.621  -1.21
C: 0.298 6.747 0.354  0.28
C: -0.617 7.758 1.189  -1.13
O: 0.010 6.948 -0.967  -0.51
H: 2.025 6.815 1.684  0.34
H: 2.106 7.896 0.337  0.30
H: 2.443 6.207 0.071  0.31
H: -0.043 5.727 0.533  0.29
H: -0.633 7.646 2.273  0.35
H: -1.646 7.583 0.872  0.30
H: -0.294 8.779 0.990  0.33
H: 0.215 7.876 -1.103  0.36